(1)
This record from OMol25 describes 7 unconnected molecules or ions with the total composition C26H57FN7O6 in a non-equilibrium geometry. The level of theory is ωB97M-V/def2-TZVPD.

Last column: Löwdin charge in e.
Cartesian coordinates (Å):
C  5.040  2.306  3.130  0.13
C  4.576  2.067  2.049  -0.13
C  3.830  2.098  0.796  -0.20
C  3.870  3.480  0.130  -0.16
C  3.615  4.659  1.060  -0.10
N  2.204  5.232  0.997  0.08
C  1.094  4.246  0.828  -0.08
C  0.968  3.285  2.011  -0.34
C  0.249  2.029  1.550  0.00
F  0.167  3.963  2.933  -0.01
H  5.496  2.575  4.055  0.04
H  4.339  1.420  0.109  0.10
H  2.832  1.685  0.920  0.10
H  3.200  3.475  -0.726  0.10
H  4.863  3.608  -0.290  0.13
H  4.270  5.474  0.763  0.13
H  3.840  4.451  2.102  0.11
H  2.034  5.695  1.892  0.18
H  2.147  5.971  0.299  0.18
H  1.154  3.738  -0.125  0.12
H  0.168  4.819  0.819  0.15
H  1.943  3.054  2.438  0.13
H  0.644  1.740  0.578  0.08
H  0.447  1.208  2.226  0.09
H  -0.815  2.202  1.421  0.10
C  4.946  -0.208  -3.766  0.01
C  4.317  0.896  -2.958  -0.52
O  4.921  1.458  -2.046  0.01
N  3.050  1.250  -3.270  0.02
C  2.175  0.686  -4.293  -0.07
H  5.953  -0.377  -3.399  0.09
H  4.371  -1.127  -3.666  0.07
H  4.994  0.067  -4.820  0.10
H  2.696  2.004  -2.704  0.12
H  1.899  1.475  -4.996  0.09
H  1.270  0.301  -3.819  0.08
H  2.651  -0.124  -4.836  0.04
C  0.575  -1.682  3.756  -0.03
C  1.357  -2.070  2.526  -0.55
O  0.886  -1.971  1.399  0.00
N  2.622  -2.539  2.694  0.00
C  3.349  -2.728  3.936  -0.08
H  -0.404  -1.333  3.465  0.05
H  0.448  -2.534  4.420  0.08
H  1.089  -0.878  4.291  0.09
H  3.084  -2.777  1.831  0.13
H  4.259  -2.125  3.932  0.08
H  3.629  -3.776  4.049  0.08
H  2.740  -2.436  4.785  0.07
C  2.396  -3.573  -3.962  0.00
C  1.605  -2.828  -5.010  -0.53
O  2.051  -1.850  -5.600  0.00
N  0.360  -3.282  -5.284  0.02
C  -0.337  -4.414  -4.696  -0.06
H  3.368  -3.102  -3.855  0.06
H  1.884  -3.546  -3.000  0.09
H  2.546  -4.610  -4.261  0.09
H  -0.117  -2.747  -5.994  0.14
H  -0.592  -5.135  -5.472  0.09
H  -1.259  -4.077  -4.220  0.08
H  0.279  -4.904  -3.952  0.07
C  -4.383  -1.016  5.176  -0.01
C  -3.140  -1.825  5.440  -0.52
O  -2.135  -1.698  4.746  0.01
N  -3.161  -2.710  6.466  0.01
C  -4.253  -2.993  7.380  -0.07
H  -4.202  -0.374  4.326  0.06
H  -5.221  -1.668  4.938  0.08
H  -4.636  -0.398  6.039  0.09
H  -2.300  -3.219  6.582  0.14
H  -3.944  -2.789  8.405  0.08
H  -4.536  -4.045  7.307  0.08
H  -5.118  -2.383  7.147  0.07
C  -4.216  -1.481  1.021  0.00
C  -5.259  -0.510  1.526  -0.54
O  -5.819  -0.668  2.600  0.02
N  -5.554  0.555  0.735  0.01
C  -4.985  0.889  -0.557  -0.09
H  -4.091  -2.268  1.757  0.08
H  -4.531  -1.925  0.076  0.09
H  -3.257  -0.980  0.881  0.08
H  -6.259  1.163  1.121  0.14
H  -4.516  1.876  -0.504  0.08
H  -5.783  0.917  -1.300  0.08
H  -4.246  0.159  -0.867  0.06
C  -2.437  -0.793  -4.699  -0.01
C  -3.663  -0.150  -4.091  -0.55
O  -4.568  -0.807  -3.609  0.04
N  -3.729  1.210  -4.099  0.01
C  -2.761  2.155  -4.623  -0.08
H  -2.541  -1.870  -4.615  0.07
H  -2.345  -0.529  -5.753  0.09
H  -1.535  -0.483  -4.169  0.08
H  -4.573  1.571  -3.682  0.13
H  -2.416  2.817  -3.826  0.08
H  -3.220  2.767  -5.401  0.09
H  -1.906  1.639  -5.044  0.07

Summary:
Gap between HOMO and LUMO   7.9 eV
HOMO   -0.398 Eh
Total charge   +1
LUMO level   -0.1071 Ha

---

(2)
This record from OMol25 describes 13 unconnected molecules or ions with the total composition C44H59F5N6O16 in a non-equilibrium geometry. The level of theory is ωB97M-V/def2-TZVPD.

Last column: Löwdin charge in e.
Cartesian coordinates (Å):
C  -31.090  27.314  19.383  0.03
N  -30.589  27.125  17.943  -0.42
O  -29.625  26.416  17.754  0.04
O  -31.182  27.666  17.029  0.06
H  -30.389  27.933  19.943  0.09
H  -31.144  26.357  19.901  0.06
H  -32.123  27.660  19.400  0.10
C  -27.058  19.550  21.585  0.06
N  -27.386  20.628  22.558  -0.42
O  -26.837  21.692  22.421  0.07
O  -27.940  20.306  23.596  0.02
H  -27.455  18.596  21.932  0.10
H  -25.982  19.375  21.565  0.11
H  -27.418  19.910  20.621  0.09
C  -30.035  23.629  24.058  0.04
N  -30.712  23.084  22.832  -0.37
O  -29.970  22.553  22.012  0.04
O  -31.937  23.139  22.772  0.04
H  -29.393  22.798  24.350  0.08
H  -30.717  23.923  24.855  0.07
H  -29.382  24.495  23.952  0.09
C  -25.950  20.769  25.981  0.01
N  -24.939  19.957  25.320  -0.40
O  -25.234  18.773  24.935  0.02
O  -23.930  20.537  24.932  0.06
H  -25.329  21.363  26.651  0.11
H  -26.654  20.146  26.534  0.09
H  -26.472  21.323  25.201  0.07
C  -32.772  22.804  19.294  0.07
N  -33.028  24.309  19.159  -0.39
O  -32.694  24.825  18.081  0.05
O  -33.612  24.932  20.016  0.04
H  -33.676  22.234  19.078  0.10
H  -32.618  22.562  20.346  0.07
H  -31.981  22.536  18.595  0.09
C  -32.915  25.866  22.896  0.04
N  -31.704  26.692  22.542  -0.40
O  -30.625  26.121  22.609  0.03
O  -31.817  27.888  22.366  0.07
H  -33.453  25.268  22.161  0.07
H  -33.650  26.570  23.287  0.10
H  -32.599  25.288  23.764  0.06
O  -32.457  24.884  26.040  0.08
C  -32.418  25.471  27.094  -0.54
O  -31.886  26.653  27.327  0.02
C  -31.206  27.262  26.291  -0.23
C  -30.707  28.615  26.908  -0.04
C  -33.005  24.865  28.320  0.03
H  -31.833  27.535  25.442  0.12
H  -30.371  26.681  25.899  0.11
H  -30.062  29.206  26.259  0.08
H  -30.229  28.490  27.879  0.07
H  -31.626  29.126  27.194  0.07
H  -32.536  23.890  28.447  0.09
H  -34.065  24.623  28.242  0.09
H  -32.916  25.503  29.200  0.09
O  -33.864  19.177  24.788  0.08
C  -33.484  20.328  24.588  -0.51
O  -32.217  20.621  24.205  -0.06
C  -31.114  19.729  24.559  -0.22
C  -30.648  20.051  25.947  -0.05
C  -34.415  21.537  24.490  0.03
H  -30.334  19.983  23.841  0.08
H  -31.326  18.670  24.414  0.13
H  -29.719  19.571  26.251  0.08
H  -31.519  19.806  26.556  0.08
H  -30.576  21.138  25.984  0.07
H  -33.848  22.282  25.049  0.07
H  -35.372  21.294  24.952  0.09
H  -34.589  21.972  23.506  0.09
F  -27.826  28.301  18.858  0.07
C  -26.868  27.826  19.642  -0.25
C  -25.568  28.266  19.339  0.00
C  -24.516  27.818  20.184  -0.06
C  -24.791  26.997  21.302  -0.11
C  -26.069  26.636  21.582  -0.12
C  -27.117  26.998  20.788  0.00
H  -25.276  28.785  18.438  0.11
H  -23.523  28.183  19.969  0.10
H  -23.949  26.659  21.886  0.08
H  -26.215  25.918  22.375  0.10
H  -28.078  26.564  21.022  0.10
F  -27.803  25.755  26.698  0.05
C  -26.673  25.618  25.980  -0.27
C  -26.276  24.341  25.636  -0.04
C  -25.087  24.157  24.950  -0.06
C  -24.303  25.284  24.544  -0.07
C  -24.749  26.567  24.893  -0.11
C  -25.884  26.766  25.656  0.00
H  -26.863  23.514  26.008  0.09
H  -24.712  23.216  24.577  0.09
H  -23.453  25.268  23.878  0.10
H  -24.302  27.420  24.404  0.10
H  -26.264  27.733  25.949  0.11
F  -29.114  24.190  30.409  0.04
C  -28.719  22.891  30.555  -0.27
C  -28.607  22.349  31.778  -0.02
C  -28.167  21.023  31.931  -0.07
C  -28.094  20.270  30.798  -0.09
C  -28.263  20.828  29.512  -0.09
C  -28.417  22.154  29.386  -0.02
H  -28.784  23.014  32.611  0.12
H  -28.018  20.555  32.892  0.11
H  -27.877  19.213  30.762  0.10
H  -28.128  20.162  28.672  0.09
H  -28.548  22.696  28.461  0.11
F  -29.184  22.761  15.569  0.09
C  -28.223  22.792  16.480  -0.28
C  -28.514  23.343  17.750  -0.03
C  -27.590  23.448  18.768  -0.05
C  -26.267  22.886  18.546  -0.08
C  -26.014  22.235  17.362  -0.11
C  -26.998  22.134  16.354  -0.02
H  -29.528  23.689  17.884  0.09
H  -27.866  23.829  19.740  0.09
H  -25.514  22.826  19.318  0.09
H  -25.055  21.759  17.218  0.10
H  -26.624  21.636  15.471  0.11
F  -32.366  16.335  18.884  0.08
C  -32.010  17.339  19.674  -0.31
C  -30.880  18.000  19.348  -0.03
C  -30.447  19.103  20.096  -0.05
C  -31.283  19.580  21.136  -0.11
C  -32.430  18.956  21.435  -0.08
C  -32.773  17.723  20.816  0.04
H  -30.448  17.692  18.408  0.12
H  -29.662  19.780  19.795  0.09
H  -30.975  20.502  21.606  0.07
H  -33.128  19.176  22.229  0.09
H  -33.625  17.102  21.051  0.11

Summary:
Gap between HOMO and LUMO   8.4 eV
HOMO   -0.330 Eh
Total charge   0
LUMO level   -0.0215 Ha